Record 1
ORCA calculation (ωB97M-V/def2-TZVPD) on 3 unconnected molecules or ions with the total composition C3H11NO2.

For the HOMO energy, the calculation gives -0.3676 Ha. The SMILES is C=NCC.O.O.

Last column: Löwdin charge in e.
CARTESIAN COORDINATES (ANGSTROEM)
C -1.73 -0.54 -1.11  -0.089
C -0.27 -0.62 -0.69  -0.282
C 0.58 1.17 -1.95  -0.036
N 0.50 0.62 -0.82  -0.048
H -2.19 -1.53 -1.01  0.075
H -2.32 0.14 -0.51  0.073
H -1.78 -0.32 -2.18  0.060
H 0.19 -1.40 -1.26  0.103
H -0.19 -0.94 0.34  0.077
H 0.17 0.76 -2.88  0.081
H 1.19 2.07 -1.97  0.073
H 0.72 1.00 1.13  -0.009
H 1.88 1.40 2.04  0.042
O 0.92 1.42 1.99  -0.080
H 0.52 -1.40 3.64  0.034
H 1.17 -0.52 2.56  0.000
O 0.63 -1.31 2.70  -0.073

=====

Record 2
ORCA calculation (ωB97M-V/def2-TZVPD) on a single C4H4N6 molecule in a non-equilibrium geometry.

For the HOMO energy (alpha / beta), the calculation gives -0.1911 / -0.3751 Ha. Its spin multiplicity is 3.

Last column: Löwdin charge in e.
CARTESIAN COORDINATES (ANGSTROEM)
C -1.55 0.72 0.85  -0.286
C 1.32 0.67 0.60  -0.275
C 0.23 -1.79 -0.46  -0.292
C -0.28 0.89 -1.11  -0.309
N -1.65 0.47 1.99  0.165
N 0.93 0.85 -0.78  0.087
N 1.43 -0.46 1.13  0.004
N -0.49 -1.86 -1.37  0.181
N 1.00 -1.56 0.57  0.036
N -1.46 0.93 -0.46  0.092
H 1.83 1.57 1.21  0.141
H -0.30 0.89 -2.23  0.148
H 1.18 -2.36 1.17  0.171
H -2.19 1.04 -1.11  0.138

=====

Record 3
ORCA calculation (ωB97M-V/def2-TZVPD) on a molecular structure, CHCuLiO2 in a non-equilibrium geometry.

For the HOMO energy (alpha / beta), the calculation gives -0.7734 / -0.7669 Ha. Its spin multiplicity is 2. The total charge is +2.

Last column: Löwdin charge in e.
CARTESIAN COORDINATES (ANGSTROEM)
H -0.02 -1.07 1.27  0.338
O 0.29 0.09 1.20  0.113
C -0.46 -0.19 0.15  -0.163
O 0.14 0.14 -0.92  -0.030
Li -1.41 -0.36 -1.77  0.899
Cu 1.46 1.40 0.07  0.843

=====

Record 4
ORCA calculation (ωB97M-V/def2-TZVPD) on 3 unconnected molecules or ions with the total composition C35H52BBrCl2N4O5S in a non-equilibrium geometry.

For the HOMO energy, the calculation gives -0.2616 Ha. The SMILES is CC(=O)N(C)c1c(Br)c(N=C(C)C)c(O)c2c1N(CC(C)C)c1c(cc(B(O)N(C)C)cc1[C@@H](Cl)[C@@H](C)Cl)S2.C1CCOC1.C1CCOC1.

Last column: Löwdin charge in e.
CARTESIAN COORDINATES (ANGSTROEM)
C 1.60 4.67 4.36  0.008
C 2.09 3.57 3.43  -0.526
O 2.92 3.84 2.56  0.057
N 1.59 2.28 3.57  -0.122
C 0.91 1.98 4.83  -0.109
C 2.32 1.26 2.87  -0.155
C 3.48 0.88 3.56  -0.450
Br 4.03 1.71 5.21  0.887
C 4.38 -0.06 3.13  -0.300
N 5.53 -0.44 3.83  0.108
C 6.64 -0.05 3.34  -0.378
C 7.84 -0.95 3.54  -0.025
C 6.85 1.25 2.58  -0.006
C 4.09 -0.61 1.90  -0.311
O 4.98 -1.54 1.39  0.006
C 2.98 -0.22 1.20  -0.352
C 2.01 0.69 1.60  -0.077
N 0.88 1.07 0.79  0.050
C -0.14 1.83 1.48  -0.173
C -0.91 1.05 2.55  -0.357
C -1.88 2.05 3.23  -0.062
C -1.80 -0.12 2.06  -0.061
C 0.47 0.23 -0.30  -0.128
C 1.28 -0.76 -0.85  -0.420
C 0.93 -1.63 -1.85  -0.082
C -0.31 -1.58 -2.44  -0.091
B -0.73 -2.60 -3.56  -0.534
O 0.03 -2.63 -4.72  0.139
N -1.84 -3.53 -3.43  -0.075
C -1.51 -4.87 -3.96  -0.080
C -2.20 -3.73 -1.99  -0.065
C -1.12 -0.56 -1.99  -0.052
C -0.78 0.32 -1.00  -0.171
C -1.84 1.39 -0.80  -0.561
Cl -1.12 2.94 -1.49  0.722
C -3.19 1.29 -1.58  -0.740
C -3.16 1.59 -3.10  -0.144
Cl -4.17 -0.16 -1.16  0.646
S 2.97 -1.00 -0.38  1.111
H 2.03 4.58 5.36  0.086
H 1.85 5.65 3.96  0.087
H 0.50 4.63 4.41  0.077
H -0.02 2.55 4.88  0.068
H 1.45 2.27 5.74  0.043
H 0.67 0.92 4.95  0.103
H 7.84 -1.28 4.59  0.086
H 7.67 -1.85 2.95  0.084
H 8.78 -0.48 3.26  0.071
H 6.78 1.05 1.50  0.093
H 6.17 2.04 2.90  0.075
H 7.88 1.57 2.76  0.079
H 5.45 -1.09 0.68  0.101
H -0.84 2.43 0.90  0.061
H 0.38 2.70 1.89  0.118
H -0.27 0.56 3.27  0.098
H -2.78 2.11 2.61  0.078
H -2.21 1.61 4.18  0.087
H -1.41 3.02 3.39  0.069
H -2.77 0.19 1.66  0.057
H -2.07 -0.69 2.97  0.086
H -1.31 -0.85 1.41  0.082
H 1.61 -2.39 -2.22  0.118
H -0.54 -2.85 -5.46  0.097
H -2.43 -5.46 -3.99  0.089
H -0.77 -5.38 -3.34  0.100
H -1.14 -4.85 -4.99  0.077
H -1.28 -3.98 -1.44  0.094
H -2.88 -4.58 -1.92  0.069
H -2.68 -2.84 -1.60  0.066
H -2.06 -0.52 -2.52  0.077
H -2.19 1.56 0.21  0.059
H -3.78 2.12 -1.19  0.086
H -3.91 0.98 -3.62  0.074
H -3.33 2.65 -3.29  0.059
H -2.21 1.32 -3.55  0.070
C -1.20 6.62 -4.29  -0.170
C -1.58 7.07 -5.70  -0.174
C -1.71 5.74 -6.42  -0.207
O -2.15 4.79 -5.45  -0.143
C -2.03 5.35 -4.14  -0.220
H -1.41 7.36 -3.52  0.112
H -0.14 6.38 -4.25  0.116
H -2.54 7.59 -5.68  0.113
H -0.84 7.73 -6.16  0.111
H -0.75 5.40 -6.82  0.117
H -2.43 5.78 -7.24  0.115
H -3.04 5.58 -3.77  0.120
H -1.57 4.62 -3.47  0.053
C -2.69 -7.28 1.57  -0.171
C -3.43 -8.35 0.79  -0.172
C -3.86 -7.59 -0.45  -0.200
O -2.86 -6.59 -0.69  -0.168
C -2.01 -6.50 0.46  -0.205
H -1.98 -7.67 2.30  0.113
H -3.40 -6.64 2.10  0.115
H -2.75 -9.16 0.52  0.114
H -4.27 -8.79 1.33  0.112
H -4.82 -7.08 -0.30  0.119
H -3.95 -8.23 -1.33  0.117
H -1.04 -6.94 0.20  0.120
H -1.85 -5.45 0.71  0.114